37
Properties=species:S:1:pos:R:3 method="wB97M-V/def2-TZVPD" energy_ev=-43693.166 total_charge=0 homo_lumo_gap_ev=9.53 e_above_lowest_kcal_mol=0.00 lumo_ha=-0.0025 mol_weight_da=487.25
Hg 5.3365 19.0778 21.0846
Cl 4.2264 16.2060 20.5405
O 3.7414 17.4879 20.0261
O 4.4784 15.3057 19.4679
O 5.4619 16.4934 21.2738
O 3.2559 15.6626 21.4534
C 8.2952 20.4100 18.4082
C 7.2425 19.9741 19.3939
O 6.6388 18.8795 19.2091
O 6.9808 20.7162 20.3811
H 9.2736 20.2009 18.8493
H 8.2201 21.4793 18.2338
H 8.2309 19.8484 17.4816
C 2.6045 18.6209 23.1407
O 3.8965 18.1323 22.7842
H 2.2746 19.2882 22.3508
H 1.8987 17.7909 23.1912
H 2.6238 19.1522 24.0956
H 4.0865 17.3578 23.3228
C 3.9471 21.4538 19.1567
O 3.5575 20.5745 20.2277
H 4.7046 20.9400 18.5785
H 3.0750 21.7134 18.5575
H 4.3627 22.3838 19.5555
H 2.7809 20.9416 20.6584
C 5.6966 22.1429 22.8443
O 5.1349 20.8366 22.9246
H 5.7660 22.4006 21.7924
H 5.0816 22.8779 23.3701
H 6.6989 22.1681 23.2786
H 4.7552 20.6880 23.7935
C 7.1937 18.2962 24.0307
O 7.2291 18.5484 22.6238
H 7.8208 19.0097 24.5661
H 6.1626 18.3775 24.3616
H 7.5280 17.2801 24.2537
H 8.1143 18.3481 22.3074